C3HNOS2 | wB97M-V/def2-TZVPD

structure (SMILES)	N#CC(=O)C(=S)S
E_HOMO	-9.859	eV
ΔE to the lowest compared entry with this formula, charge and spin	251.7	kJ/mol
orbital gap	7.4	eV
LUMO level	-2.5	eV

XYZ file:
```
8
Properties=species:S:1:pos:R:3:forces:R:3
C 0.0425 0.6586 -0.2748 -0.703 -0.100 3.121
C -0.6244 -0.6639 0.2874 -3.619 -1.557 0.028
C 0.3320 -1.7787 -0.1923 3.163 -7.547 2.187
H 0.1713 2.9738 -0.2175 -1.201 -1.139 1.270
N 0.9771 -2.8496 -0.1123 -4.630 7.635 -0.840
O -1.7466 -0.8886 0.8693 6.038 1.595 -2.810
S -0.6676 2.0733 0.5355 1.353 0.661 -2.286
S 1.5158 0.4750 -0.8952 -0.400 0.453 -0.669
```
Positions in Å, forces in eV/Å.

Atom charges from the natural (NBO) analysis, given in e for atoms 1 to 6: -0.421, 0.436, 0.117, 0.169, -0.231, -0.431



C47H45CsI2N2OPSb | wB97M-V/def2-TZVPD

E_HOMO	-6.922	eV
ΔE to the lowest compared entry with this formula, charge and spin	52.3	kJ/mol
orbital gap	7.0	eV
LUMO level	0.1	eV

XYZ file:
```
100
Properties=species:S:1:pos:R:3:forces:R:3
Cs 1.3670 1.7887 -0.2542 -1.877 -0.799 0.090
I 7.7419 7.4375 -0.5136 -0.195 -0.259 -0.014
C 6.3165 5.8812 -0.5022 0.283 0.327 0.014
C 6.5532 4.7155 -1.2087 0.007 0.097 0.032
C 5.5883 3.7304 -1.1805 -0.226 -0.523 -0.187
I 5.8998 1.9582 -2.2853 0.010 0.229 0.114
C 4.3664 3.8191 -0.4683 0.539 0.327 -0.124
O 3.4866 2.8757 -0.4644 1.293 0.926 0.073
C 4.1862 5.0401 0.2438 -0.123 -0.096 0.040
C 2.9479 5.2173 1.0783 0.104 -0.103 -0.007
N 1.7191 5.1903 0.2853 -0.068 0.016 -0.087
C 0.5416 5.3156 1.1303 0.114 -0.072 0.068
C -0.7428 5.1702 0.3608 -0.096 0.123 0.000
C -1.3592 6.2801 -0.2105 0.016 0.004 -0.020
C -2.5798 6.1256 -0.8425 0.013 -0.034 0.009
C -3.1537 4.8631 -0.8841 0.026 0.043 -0.005
C -2.4567 3.8117 -0.3146 -0.043 -0.040 -0.063
N -1.2761 3.9488 0.2866 0.150 -0.072 0.093
C 5.1418 6.0395 0.2146 -0.010 -0.017 -0.021
H 7.4675 4.5778 -1.7682 -0.012 -0.003 -0.019
H 2.9950 6.1806 1.5915 -0.010 -0.011 0.026
H 2.9295 4.4321 1.8575 -0.031 0.048 -0.006
H 1.7043 4.3013 -0.2010 0.092 0.419 -0.123
H 0.5715 6.3081 1.5872 -0.011 -0.029 0.053
H 0.5343 4.5751 1.9478 -0.051 0.038 0.012
H -0.8790 7.2477 -0.1476 -0.006 -0.006 0.008
H -3.0822 6.9768 -1.2836 0.002 -0.003 -0.003
H -4.1182 4.6962 -1.3439 0.010 -0.022 -0.002
H -2.8676 2.8072 -0.3284 -0.008 0.021 -0.014
H 4.9647 6.9555 0.7650 0.000 -0.003 0.002
C -3.8258 0.7285 -2.5654 -0.043 -0.087 0.021
C -4.7350 0.2379 -1.4678 0.053 0.047 -0.055
C -6.1082 0.1801 -1.6944 -0.019 0.004 -0.010
C -6.9808 -0.2753 -0.7190 -0.004 -0.006 -0.008
C -6.4828 -0.6834 0.5079 -0.036 -0.007 0.017
C -5.1164 -0.6432 0.7412 0.026 0.044 0.006
C -4.2320 -0.1907 -0.2331 0.138 0.065 0.097
Sb -2.0826 -0.1835 0.0780 -0.344 -0.434 -0.044
C -1.7466 -1.7124 -1.4140 0.055 0.163 0.138
C -0.7643 -1.3748 -2.3456 -0.082 0.048 0.013
C -0.5355 -2.1492 -3.4700 0.064 0.012 -0.075
C -1.2942 -3.2903 -3.6721 0.023 0.000 0.003
C -2.2549 -3.6487 -2.7408 -0.021 0.014 0.041
C -2.5000 -2.8750 -1.6067 -0.036 -0.076 0.002
C -3.5714 -3.3325 -0.6514 -0.046 0.046 -0.161
C -2.1060 -1.1422 2.0178 0.131 -0.032 -0.182
C -2.6209 -0.3148 3.0191 0.046 0.048 -0.061
C -2.6432 -0.7098 4.3452 -0.046 0.040 0.069
C -2.1258 -1.9482 4.6944 0.031 -0.002 0.002
C -1.5948 -2.7679 3.7142 -0.002 0.002 -0.019
C -1.5710 -2.3870 2.3707 -0.088 -0.041 0.023
C -0.9837 -3.3518 1.3761 0.006 0.022 0.095
H -4.3939 1.2297 -3.3480 0.009 0.019 0.001
H -3.2835 -0.1040 -3.0210 0.008 0.037 -0.009
H -3.0836 1.4325 -2.1805 0.024 0.015 -0.056
H -6.4973 0.4964 -2.6557 0.011 0.017 0.004
H -8.0445 -0.3121 -0.9176 0.006 0.011 0.000
H -7.1532 -1.0365 1.2814 0.009 -0.009 -0.006
H -4.7397 -0.9867 1.6952 0.015 -0.014 0.049
H -0.1774 -0.4712 -2.2013 0.001 -0.048 -0.015
H 0.2331 -1.8677 -4.1767 0.025 0.000 -0.019
H -1.1303 -3.9041 -4.5489 0.002 -0.011 0.015
H -2.8407 -4.5497 -2.8887 0.015 -0.001 -0.023
H -3.5318 -4.4167 -0.5313 0.011 0.008 0.032
H -4.5629 -3.0861 -1.0397 0.002 0.058 0.046
H -3.4680 -2.8640 0.3238 -0.080 -0.028 0.030
H -3.0094 0.6658 2.7581 -0.017 0.002 0.017
H -3.0552 -0.0537 5.1016 0.014 0.007 -0.009
H -2.1219 -2.2643 5.7298 -0.014 -0.023 -0.008
H -1.1744 -3.7299 3.9866 0.003 0.012 0.008
H -0.1840 -3.9261 1.8424 0.075 -0.003 -0.002
H -0.5877 -2.8364 0.5045 0.072 -0.044 -0.014
H -1.7384 -4.0598 1.0253 0.068 0.026 0.020
C 3.9859 -0.8053 0.0867 -0.207 0.220 -0.093
P 2.2473 -1.4239 0.1478 0.389 -0.737 0.284
C 2.4849 -2.4834 1.6289 -0.159 0.103 -0.064
C 1.9231 -2.0381 2.8232 -0.066 -0.075 -0.099
C 2.1773 -2.7031 4.0140 -0.019 -0.034 0.081
C 2.9909 -3.8259 4.0178 -0.025 0.025 0.013
C 3.5476 -4.2814 2.8297 0.033 -0.051 -0.059
C 3.3044 -3.6101 1.6412 -0.023 0.002 0.080
C 2.3208 -2.6083 -1.2445 -0.022 0.052 -0.042
C 2.9730 -2.2177 -2.4154 0.036 -0.042 0.059
C 3.0320 -3.0705 -3.5063 -0.040 -0.007 -0.081
C 2.4176 -4.3132 -3.4527 0.024 0.011 -0.050
C 1.7450 -4.6994 -2.3029 -0.020 -0.021 -0.013
C 1.6968 -3.8537 -1.2049 0.005 0.045 -0.005
H 4.0983 -0.0137 -0.6531 0.124 0.063 -0.003
H 4.6624 -1.6264 -0.1460 0.068 0.028 0.039
H 4.2328 -0.3895 1.0637 0.022 0.040 -0.016
H 1.2671 -1.1741 2.8129 -0.001 0.002 0.039
H 1.7306 -2.3518 4.9357 0.009 0.018 -0.010
H 3.1962 -4.3448 4.9454 -0.021 -0.012 -0.005
H 4.1783 -5.1617 2.8299 0.014 0.019 0.006
H 3.7582 -3.9590 0.7219 -0.009 -0.027 -0.019
H 3.4660 -1.2529 -2.4704 -0.013 -0.031 -0.020
H 3.5615 -2.7649 -4.4004 -0.009 0.007 0.013
H 2.4684 -4.9777 -4.3060 -0.017 -0.009 0.016
H 1.2570 -5.6652 -2.2643 0.003 0.002 0.042
H 1.1893 -4.1722 -0.3031 -0.032 -0.016 -0.006
```
Positions in Å, forces in eV/Å.

Atom charges from the Mulliken analysis, given in e for atoms 1 to 6: 1.629, 0.007, -0.393, -0.452, -0.147, -0.002



C5H10O2 | wB97M-V/def2-TZVPD

structure (SMILES)	COC[C@H]1C[C@H]1O
E_HOMO	-9.493	eV
ΔE to the lowest compared entry with this formula, charge and spin	264.3	kJ/mol
orbital gap	10.4	eV
LUMO level	0.9	eV

XYZ file:
```
17
Properties=species:S:1:pos:R:3:forces:R:3
C 2.4675 -0.1609 0.6759 0.254 -0.009 0.050
O 1.0654 -0.0639 0.6127 -0.060 0.074 -0.037
C 0.5543 -0.4169 -0.6614 -0.061 -0.008 -0.247
C -0.8601 0.0861 -0.8504 -0.130 0.348 -0.292
C -2.0865 -0.5635 -0.2501 -0.140 -0.094 0.059
C -1.6995 0.8285 0.1540 -0.393 0.275 -0.262
O -1.2864 1.0869 1.4524 0.281 -0.009 0.102
H 2.8145 -1.1962 0.5395 -0.106 0.129 0.019
H 2.7693 0.1904 1.6641 0.013 -0.069 -0.119
H 2.9406 0.4692 -0.0935 -0.073 -0.093 0.135
H 1.1857 0.0364 -1.4410 -0.035 -0.006 0.130
H 0.6164 -1.5091 -0.8038 -0.040 0.174 0.112
H -1.0222 0.5800 -1.8096 0.168 -0.573 -0.041
H -2.9595 -0.7681 -0.8674 0.183 0.169 0.108
H -1.9084 -1.3031 0.5291 0.101 0.124 -0.176
H -2.2717 1.6569 -0.2866 0.157 -0.345 0.280
H -0.3193 1.0474 1.4362 -0.121 -0.088 0.180
```
Positions in Å, forces in eV/Å.

Atom charges from the natural (NBO) analysis, given in e for atoms 1 to 6: -0.244, -0.562, -0.058, -0.292, -0.445, 0.113



C4H9N2O2 | wB97M-V/def2-TZVPD

structure (SMILES)	CNCCNC(=O)[O-]
E_HOMO	-3.941	eV
ΔE to the lowest compared entry with this formula, charge and spin	72.5	kJ/mol
orbital gap	7.4	eV
total charge	-1
LUMO level	3.5	eV

XYZ file:
```
17
Properties=species:S:1:pos:R:3:forces:R:3
C 0.0529 -0.2334 -1.0922 0.718 0.385 0.740
N 1.1105 0.7465 -1.1220 -0.328 -0.375 0.251
C 2.2307 0.6325 -2.0197 -0.155 0.518 0.154
O 2.8901 1.6879 -2.1492 0.095 -0.108 0.064
O 2.3868 -0.4886 -2.5380 0.086 -0.213 -0.187
C -0.2003 -0.8384 0.3133 -1.123 0.061 -0.513
N -1.5412 -0.4898 0.8625 0.320 0.630 0.121
C -1.5008 0.0125 2.2254 0.405 -0.515 0.701
H -0.8715 0.1929 -1.5193 -0.087 -0.400 0.050
H 0.4436 -1.0449 -1.6815 -0.121 -0.123 -0.728
H 0.9649 1.6270 -0.6598 0.112 0.136 -0.300
H 0.6060 -0.5077 0.9624 0.076 -0.025 0.196
H -0.1906 -1.9227 0.2112 0.293 -0.147 0.226
H -1.9273 0.2458 0.2842 0.054 -0.027 -0.101
H -1.4699 -0.8077 2.9525 -0.081 -0.183 -0.141
H -2.3813 0.5911 2.4913 -0.169 0.138 -0.230
H -0.6024 0.5970 2.4792 -0.095 0.245 -0.301
```
Positions in Å, forces in eV/Å.

Atom charges from the natural (NBO) analysis, given in e for atoms 1 to 6: -0.236, -0.718, 0.869, -0.809, -0.807, -0.233



C24H28N4O5 | wB97M-V/def2-TZVPD

structure (SMILES)	O=C(CCC(=O)N(CC(=O)NC1CCCC1)Cc1ccc2c(c1)OCO2)Nc1ccccn1
E_HOMO	-8.006	eV
ΔE to the lowest compared entry with this formula, charge and spin	184.7	kJ/mol
orbital gap	8.6	eV
LUMO level	0.6	eV

XYZ file:
```
61
Properties=species:S:1:pos:R:3:forces:R:3
O 3.2980 1.3018 0.7365 -0.087 0.300 -0.092
C 3.5998 0.1953 1.1252 0.078 -0.467 0.250
N 4.8088 -0.3923 0.9008 0.003 -0.279 0.106
C 5.9202 0.1104 0.2298 0.338 0.264 -0.225
N 6.9549 -0.7240 0.2490 -0.343 -0.195 0.225
C 8.0706 -0.3571 -0.3557 0.177 0.138 -0.139
C 8.2171 0.8549 -1.0093 -0.022 0.069 -0.026
C 7.1325 1.7210 -1.0264 0.093 -0.239 0.080
C 5.9562 1.3536 -0.3993 -0.096 0.072 0.002
H 5.0924 1.9954 -0.3879 -0.028 0.006 0.009
H 7.2017 2.6766 -1.5251 -0.011 0.065 -0.028
H 9.1474 1.1135 -1.4891 0.091 -0.005 -0.033
H 8.8787 -1.0749 -0.3076 0.113 0.010 -0.050
H 4.9767 -1.3183 1.2738 -0.101 0.132 -0.049
C 2.6702 -0.6786 1.9525 -0.274 0.205 -0.017
C 1.2148 -0.2173 1.8314 0.130 -0.086 -0.068
C 0.6815 -0.6523 0.4752 0.093 0.167 0.250
O 0.4982 -1.8510 0.2760 0.069 -0.368 0.128
N 0.4645 0.2503 -0.4988 0.150 -0.035 -0.263
C -0.0136 -0.2428 -1.7812 -0.114 -0.192 -0.226
C -1.5456 -0.3763 -1.8277 0.478 -0.009 -0.088
O -2.2418 0.3225 -2.5359 -0.158 0.175 -0.308
N -2.0019 -1.3412 -1.0175 -0.103 -0.407 0.367
H -1.3293 -1.8888 -0.4923 0.116 0.136 -0.125
C -3.4009 -1.6820 -0.8826 -0.177 0.287 -0.159
C -3.6625 -3.1226 -1.3767 -0.111 -0.042 -0.066
C -4.0059 -3.9535 -0.1313 0.059 -0.091 0.038
H -3.5482 -4.9410 -0.1588 -0.073 -0.079 -0.002
H -5.0864 -4.0839 -0.0544 -0.034 -0.048 0.030
C -3.5092 -3.1145 1.0446 -0.222 0.006 0.010
H -4.0017 -3.3746 1.9804 0.083 -0.034 0.084
H -2.4333 -3.2432 1.1736 0.102 -0.021 0.067
C -3.8160 -1.6903 0.5939 0.120 -0.038 -0.001
H -4.8870 -1.4995 0.6727 -0.089 0.014 0.034
H -3.2901 -0.9315 1.1692 -0.058 0.097 -0.010
H -4.4702 -3.1466 -2.1061 0.013 -0.024 -0.078
H -2.7648 -3.5029 -1.8641 -0.025 0.022 -0.064
H -3.9463 -0.9370 -1.4668 0.057 -0.116 0.095
H 0.2965 0.4496 -2.5646 -0.088 -0.035 0.082
H 0.4332 -1.2253 -1.9570 -0.035 0.153 -0.018
C 0.4272 1.6926 -0.3632 -0.012 0.365 0.300
C -0.9964 2.1745 -0.2211 -0.011 0.259 -0.160
C -1.5133 3.1255 -1.0840 0.198 -0.095 0.181
C -2.8390 3.5448 -1.0116 -0.399 -0.015 0.200
C -3.6259 2.9627 -0.0501 0.380 -0.329 0.210
C -3.1120 2.0065 0.8261 -0.051 0.318 -0.339
C -1.8046 1.6009 0.7660 -0.295 0.087 0.085
H -1.4214 0.8558 1.4440 0.024 -0.141 0.118
O -4.1004 1.5938 1.6823 0.500 -0.073 -0.004
C -5.2613 2.2961 1.2936 -1.159 -0.152 0.512
O -4.9486 3.1743 0.2360 0.263 0.240 -0.329
H -6.0311 1.5789 0.9631 0.229 0.137 0.011
H -5.6471 2.8717 2.1498 0.159 -0.095 -0.200
H -3.2380 4.2775 -1.6917 -0.063 0.105 -0.106
H -0.8775 3.5503 -1.8450 0.095 0.001 -0.123
H 1.0418 2.0058 0.4799 -0.023 -0.081 -0.163
H 0.8756 2.1264 -1.2609 0.008 -0.015 0.104
H 0.6200 -0.7384 2.5846 -0.009 0.050 -0.101
H 1.1520 0.8525 2.0071 -0.014 -0.028 0.037
H 2.9947 -0.6145 2.9948 0.029 -0.040 -0.034
H 2.7462 -1.7193 1.6317 0.037 -0.003 0.079
```
Positions in Å, forces in eV/Å.

Atom charges from the natural (NBO) analysis, given in e for atoms 1 to 6: -0.621, 0.693, -0.604, 0.358, -0.457, 0.053



C2H13N3Si3 | wB97M-V/def2-TZVPD

E_HOMO (spin up / spin down)	-9.049 / -6.920	eV
ΔE to the lowest compared entry with this formula, charge and spin	464.9	kJ/mol
orbital gap (spin up / spin down)	8.6 / 6.5	eV
LUMO level (spin up / spin down)	-0.4 / -0.5	eV

XYZ file:
```
21
Properties=species:S:1:pos:R:3:forces:R:3
C 3.1804 0.0443 -0.5737 -0.482 -1.144 -0.294
C 2.4318 0.2235 0.8739 0.925 2.391 -1.973
N 3.2450 1.2176 -1.3794 -2.466 0.535 -1.425
N 1.0894 -0.2258 0.7792 -1.203 -1.613 0.838
N -1.9444 -0.0202 -0.0202 0.388 -1.247 1.039
Si -0.2151 0.4800 -0.1487 -0.980 1.330 -0.696
Si -3.3848 0.7932 -0.6509 0.763 -1.057 -1.615
Si -2.1593 -1.5817 0.8171 2.543 0.933 -1.187
H 4.2373 -0.1046 -0.3536 0.049 -0.697 0.181
H 2.6749 -0.8800 -1.0992 1.038 1.526 1.002
H 3.0437 -0.2359 1.6523 -0.389 -0.312 -0.129
H 2.4640 1.3295 1.0440 -0.075 -0.844 0.089
H 2.4222 1.2859 -2.1180 1.834 -0.520 1.867
H 1.1294 -1.2497 0.7931 -0.514 0.435 -0.081
H -0.3704 1.9454 0.2250 0.535 -0.419 -0.058
H -2.6948 1.8594 -1.4404 -0.692 0.223 0.309
H -4.2001 1.0236 0.5142 -0.490 0.589 0.422
H -4.4081 0.0360 -1.6898 1.538 0.645 1.283
H -3.4194 -2.0557 0.4483 -1.543 -0.833 -0.491
H -0.9742 -2.3099 0.0024 -1.185 0.096 1.470
H -2.1474 -1.5749 2.3244 0.406 -0.017 -0.552
```
Positions in Å, forces in eV/Å.

Atom charges from the natural (NBO) analysis, given in e for atoms 1 to 6: -0.309, -0.207, -0.450, -1.054, -1.738, 1.325



C4H12 | wB97M-V/def2-TZVPD

structure (SMILES)	CC.CC
E_HOMO	-11.267	eV
ΔE to the lowest compared entry with this formula, charge and spin	58.8	kJ/mol
orbital gap	12.4	eV
LUMO level	1.2	eV

XYZ file:
```
16
Properties=species:S:1:pos:R:3:forces:R:3
C 0.4676 -0.7883 -1.5531 -0.526 1.191 -0.375
C 0.9910 0.5933 -2.0168 -0.789 -0.703 -1.563
H 1.1877 -1.5309 -1.2256 0.165 0.233 0.293
H -0.2466 -0.4822 -0.7889 0.104 -0.843 0.393
H -0.1407 -1.2391 -2.3349 0.126 -0.079 -0.200
H 0.1440 1.0749 -2.5281 -0.166 0.279 0.772
H 1.6370 0.5748 -2.8967 0.829 -0.294 0.520
H 1.3578 1.2126 -1.2111 0.251 0.119 0.004
C -0.0732 0.4573 1.7711 0.519 2.048 -0.749
C -1.2907 -0.4315 1.8849 -0.196 0.762 -0.087
H -0.2613 1.5019 2.0631 -0.270 -0.376 1.025
H 0.8034 0.0943 2.2988 -0.019 -0.027 0.131
H 0.2534 0.7938 0.7743 -0.043 -1.279 -0.218
H -1.8268 -0.1449 2.7954 0.220 -0.652 0.178
H -0.9738 -1.4713 1.8596 -0.450 -0.102 0.111
H -2.0289 -0.2146 1.1081 0.246 -0.278 -0.234
```
Positions in Å, forces in eV/Å.

Atom charges from the natural (NBO) analysis, given in e for atoms 1 to 6: -0.611, -0.613, 0.206, 0.207, 0.201, 0.202



C4H13N2S | wB97M-V/def2-TZVPD

E_HOMO	-12.072	eV
ΔE to the lowest compared entry with this formula, charge and spin	199.6	kJ/mol
orbital gap	8.5	eV
total charge	+1
LUMO level	-3.5	eV

XYZ file:
```
20
Properties=species:S:1:pos:R:3:forces:R:3
C 0.5736 2.1281 1.6147 0.439 -0.251 -0.358
C -0.4972 1.4106 2.4515 0.663 -0.602 0.580
S -1.9489 0.8464 1.4985 -0.499 0.608 0.679
H 0.2025 2.9707 1.0002 -0.009 -0.342 0.573
H 1.0776 1.4291 0.8884 -0.438 0.516 0.763
H 1.3449 2.4982 2.3299 -0.455 -0.194 -0.694
H -0.0538 0.4838 2.8769 -0.120 0.690 -0.142
H -0.7998 2.0238 3.3151 -0.101 -0.109 -0.572
H -2.7907 0.6863 2.5710 0.516 -0.031 -0.686
C 0.8366 -1.1085 -1.5223 0.601 0.031 0.737
C -0.2642 -1.8655 -1.2881 -0.404 0.764 0.210
N -1.0878 -1.7444 -0.2221 1.475 0.096 0.129
N 1.2405 -0.9205 -2.9120 0.958 -1.069 -0.620
H 1.6071 -0.6506 -0.8739 -1.333 -0.089 0.045
H -0.5572 -2.6306 -2.0219 -0.262 0.711 -0.108
H -2.0495 -1.9490 -0.3949 -0.367 -0.395 0.275
H -0.9142 -0.9464 0.4084 -0.525 -0.696 -0.379
H 2.1590 -1.3640 -3.0649 -0.133 0.284 -0.324
H 1.3460 0.0913 -3.0999 -0.359 -0.631 -0.291
H 0.5755 -1.3891 -3.5545 0.353 0.711 0.184
```
Positions in Å, forces in eV/Å.

Atom charges from the natural (NBO) analysis, given in e for atoms 1 to 6: -0.620, -0.513, -0.092, 0.224, 0.185, 0.237